Entry 1:
C34H42Br2N2OP2Rh | ωB97M-V/def2-TZVPD

```
84
Properties=species:S:1:pos:R:3:lowdin_charge:R:1
Rh 0.03171 0.06911 -0.44348 0.863
C 2.21625 3.36777 1.54940 -0.092
C 0.70652 3.37400 1.30873 -0.515
C 0.12260 4.78656 1.32015 -0.087
P 0.26995 2.39863 -0.18428 1.066
C 1.28304 2.88166 -1.64625 -0.506
C 0.64321 2.30100 -2.91153 -0.097
C 1.56464 4.37162 -1.84858 -0.087
C -1.47516 2.70482 -0.56742 -0.285
C -1.98882 3.83276 -1.19682 -0.085
C -3.34627 3.93158 -1.45903 -0.067
C -4.18866 2.89276 -1.08942 -0.055
C -3.69893 1.76106 -0.45408 -0.028
C -2.33810 1.65827 -0.17364 -0.284
N -1.72196 0.56234 0.44244 -0.137
C -2.11777 0.00325 1.61814 -0.317
C -3.31376 0.28850 2.30725 -0.013
C -3.64793 -0.42560 3.43703 -0.063
C -2.82652 -1.43287 3.94560 -0.081
C -1.61140 -1.66437 3.33732 -0.090
C -1.23093 -0.93711 2.20473 -0.306
P 0.39335 -0.99116 1.45464 1.052
C 0.92202 -2.76210 1.36279 -0.468
C 1.34575 -3.32614 2.72999 -0.088
C 2.00496 -3.10159 0.34188 -0.076
C 1.60420 -0.02745 2.44524 -0.500
C 3.01831 -0.20890 1.89250 -0.101
C 1.52790 -0.23871 3.95986 -0.074
H 2.42870 3.73400 2.55476 0.095
H 2.73105 4.02417 0.85001 0.075
H 2.65171 2.37509 1.44917 0.050
H 0.21332 2.81106 2.11024 0.105
H 0.55806 5.41113 0.54017 0.071
H 0.34560 5.25568 2.27967 0.091
H -0.95897 4.78096 1.19392 0.073
H 2.22554 2.35422 -1.46930 0.096
H -0.26068 2.84757 -3.18092 0.080
H 0.38067 1.24298 -2.82421 0.052
H 1.35025 2.38038 -3.73854 0.096
H 0.65659 4.93344 -2.06713 0.069
H 2.22698 4.48760 -2.70830 0.092
H 2.05512 4.83456 -0.99642 0.056
H -1.33391 4.64647 -1.47841 0.099
H -3.74241 4.80776 -1.95302 0.111
H -5.24769 2.95965 -1.30306 0.114
H -4.37181 0.95606 -0.19149 0.112
H -3.98104 1.05682 1.94595 0.100
H -4.58082 -0.19874 3.93784 0.113
H -3.12547 -1.99712 4.81710 0.107
H -0.95034 -2.41301 3.74764 0.085
H -0.01302 -3.25462 1.07132 0.110
H 2.33138 -2.96588 3.01701 0.074
H 1.41394 -4.41105 2.63912 0.095
H 0.65673 -3.10645 3.54005 0.050
H 2.93480 -2.57077 0.54171 0.076
H 1.70389 -2.88934 -0.67584 0.051
H 2.20985 -4.17132 0.40985 0.095
H 1.26993 0.99227 2.24659 0.052
H 3.40330 -1.20117 2.12335 0.068
H 3.68864 0.50715 2.36970 0.088
H 3.06586 -0.06952 0.81006 0.066
H 1.98754 -1.17569 4.26646 0.070
H 0.50211 -0.21299 4.32821 0.074
H 2.07654 0.56761 4.45007 0.090
C -2.58822 -2.28170 -0.69769 -0.005
C -1.48467 -2.40149 -1.69443 -0.275
C -1.65186 -3.29790 -2.77424 0.006
C -0.67223 -3.46722 -3.70093 0.003
C 0.52126 -2.72025 -3.59866 -0.183
C 1.60783 -2.81698 -4.50179 -0.621
Br 1.53643 -4.02382 -5.95378 0.813
C 2.71314 -2.03232 -4.34143 -0.153
C 2.78756 -1.12132 -3.27794 -0.600
Br 4.31104 -0.03465 -3.09232 0.815
C 1.76520 -0.98493 -2.35983 -0.449
O 1.81348 -0.14226 -1.35742 -0.283
C 0.61362 -1.80847 -2.53059 -0.158
N -0.38328 -1.67674 -1.57551 0.050
H -3.16106 -3.20686 -0.66656 0.094
H -3.26770 -1.47631 -0.98872 0.098
H -2.21129 -2.06595 0.29572 0.050
H -2.57464 -3.85731 -2.83636 0.123
H -0.79435 -4.16614 -4.51688 0.089
H 3.53920 -2.10216 -5.03514 0.103
```

LUMO level = -3.6 eV
Molecular weight = 819.39 g mol⁻¹
Orbital gap = 6.3 eV
Total charge = +1



Entry 2:
C34H42N2O14S | ωB97M-V/def2-TZVPD

```
93
Properties=species:S:1:pos:R:3:lowdin_charge:R:1
C -1.10350 -1.08340 -1.66485 -0.128
C 0.37598 -0.56101 -1.23811 -0.221
C 0.54925 0.87186 -1.98461 -0.204
C 1.71174 1.77379 -1.35518 -0.204
C 1.30899 3.35002 -1.28079 -0.183
C 0.19643 3.49441 -0.10777 -0.205
C 0.84543 3.44840 1.37365 -0.189
C 0.53009 2.01208 2.05346 -0.216
C 1.45997 1.67087 3.30888 -0.197
C 2.72262 0.73409 2.99420 -0.190
C 2.41921 -0.53879 2.07343 -0.087
C 1.20322 -1.44780 2.57423 -0.335
O 0.89710 -2.41996 1.83145 0.044
O 0.49615 -1.26554 3.78867 0.004
C -0.92825 -1.40975 3.61603 -0.383
N -1.51308 -1.41387 5.02547 0.087
C -1.35526 -2.65041 5.39514 -0.619
S -0.90951 -4.17792 5.88937 0.690
N -1.57627 -0.30364 2.87439 -0.006
C -3.05698 -0.23551 3.17287 -0.253
C -3.87103 0.48620 1.96645 -0.094
H -1.90244 -0.27908 -1.49143 0.067
H -1.14943 -1.36290 -2.77551 0.056
H -1.38750 -2.01745 -1.07948 0.068
H 0.36615 -0.47578 -0.10445 0.062
H 1.12214 -1.31021 -1.65457 0.111
H -0.48285 1.34967 -1.98523 0.098
H 0.85425 0.62052 -3.06652 0.100
H 1.96876 1.49014 -0.26778 0.081
H 2.68771 1.61069 -1.94059 0.110
H 0.92288 3.68357 -2.29872 0.099
H 2.25897 3.88419 -0.94099 0.103
H -0.56575 2.63300 -0.18395 0.102
H -0.37754 4.46432 -0.29841 0.086
H 0.23928 4.20805 1.99489 0.111
H 1.95070 3.71528 1.39628 0.107
H -0.54429 2.10585 2.46179 0.105
H 0.48657 1.20992 1.24874 0.067
H 0.89168 1.24425 4.20636 0.106
H 1.88971 2.67699 3.67875 0.113
H 3.61197 1.35443 2.61282 0.115
H 3.07278 0.31552 4.01152 0.115
H 3.37659 -1.18095 2.07384 0.132
H 2.25774 -0.26264 0.96754 0.097
H -1.24498 -2.41309 3.15720 0.157
H -1.53457 -0.46940 1.84896 0.104
H -3.51732 -1.26490 3.35422 0.110
H -3.22718 0.42028 4.09754 0.115
H -3.31405 0.38823 0.96041 0.065
H -4.01507 1.59785 2.16888 0.071
H -4.89395 -0.02460 1.85814 0.077
C 5.53708 -5.90095 4.69334 0.078
C 5.53384 -4.56605 4.68515 -0.222
C 4.30045 -3.78965 5.00092 -0.308
O 4.33963 -2.57119 5.00189 0.104
C 3.07513 -4.53794 5.29594 0.078
C 3.07691 -5.87222 5.30098 -0.217
C 4.31623 -6.64822 5.01215 -0.312
O 4.28476 -7.86606 5.04360 0.112
O 1.94483 -6.58020 5.57096 0.080
O 6.65659 -3.85828 4.38918 0.095
H 6.42538 -6.47585 4.46826 0.137
H 2.18231 -3.96380 5.50633 0.108
H 2.20715 -7.51945 5.51367 0.116
H 6.39528 -2.91927 4.45226 0.115
C -4.36740 6.63888 -4.05485 0.078
C -3.10598 6.22621 -3.91256 -0.221
C -2.63926 5.57117 -2.65696 -0.305
O -1.48514 5.19019 -2.56980 0.103
C -3.60298 5.41571 -1.56316 0.080
C -4.86349 5.83150 -1.70426 -0.222
C -5.33706 6.46160 -2.96970 -0.313
O -6.49983 6.81225 -3.06850 0.112
O -5.76828 5.69683 -0.69871 0.097
O -2.19391 6.38531 -4.90805 0.097
H -4.71915 7.11339 -4.96114 0.138
H -3.24726 4.95500 -0.65122 0.135
H -6.60107 6.07004 -1.04736 0.117
H -1.36287 6.00645 -4.56157 0.116
C -1.41943 -1.90160 -6.57388 0.080
C -1.57026 -2.86159 -7.48908 -0.222
C -0.49648 -3.86306 -7.74970 -0.313
O -0.67713 -4.73649 -8.57948 0.114
C 0.75059 -3.74791 -6.98735 0.079
C 0.90242 -2.78581 -6.07472 -0.219
C -0.18176 -1.80163 -5.79521 -0.306
O -0.01379 -0.94776 -4.94125 0.089
O 2.05346 -2.66419 -5.36146 0.098
O -2.71051 -2.96662 -8.22128 0.097
H -2.19131 -1.17052 -6.37372 0.138
H 1.52838 -4.46940 -7.19807 0.138
H 1.91334 -1.89860 -4.77109 0.113
H -2.57271 -3.73610 -8.80713 0.117
```

LUMO level = -1.7 eV
Molecular weight = 734.78 g mol⁻¹
SMILES = CCCCCCCCCCCC(=O)O[C@@H](N=C=S)NCC.O=C1C=C(O)C(=O)C=C1O.O=C1C=C(O)C(=O)C=C1O.O=C1C=C(O)C(=O)C=C1O
Orbital gap = 7.9 eV
Total charge = 0



Entry 3:
C34H42N7OP2Tc | ωB97M-V/def2-TZVPD

```
87
Properties=species:S:1:pos:R:3:lowdin_spin:R:1
Tc -0.81021 -0.30445 0.41431 -0.001
C -2.02803 1.24412 -3.59843 0.000
C -3.06621 2.15878 -3.38874 0.000
C -3.43951 2.41764 -2.09821 0.000
C -2.78113 1.80322 -1.01484 0.000
N -1.80423 0.88293 -1.21390 0.000
C -1.46042 0.64151 -2.51121 0.000
N -3.23182 2.21435 0.21089 0.000
C -2.61126 2.01992 1.31446 0.000
N -1.50665 1.20401 1.57042 0.001
C -1.07536 1.50082 2.85936 0.000
N -0.04566 1.06401 3.48691 0.000
C 0.94744 0.27326 2.98024 0.000
C 2.00107 0.05956 3.89499 0.000
C 3.10687 -0.66786 3.54879 0.000
C 3.16083 -1.16776 2.24291 0.000
C 2.10256 -0.94833 1.40715 0.000
N 0.96062 -0.27991 1.73703 0.000
C -2.00737 2.44312 3.48545 0.000
C -2.01011 3.02095 4.74150 0.000
C -3.04869 3.90258 5.02052 0.000
C -4.02631 4.20024 4.06833 0.000
C -4.00192 3.62883 2.80040 0.000
C -2.97765 2.73806 2.54098 0.000
H -1.68380 0.98977 -4.59131 0.000
H -3.56506 2.64004 -4.21939 0.000
H -4.23118 3.10991 -1.85166 0.000
H -0.71395 -0.11616 -2.66908 0.000
H 1.88595 0.51125 4.86913 0.000
H 3.90701 -0.84335 4.25546 0.000
H 4.01190 -1.72943 1.88459 0.000
H 2.15964 -1.35180 0.40958 0.000
H -1.24282 2.79679 5.46969 0.000
H -3.09930 4.37482 5.99224 0.000
H -4.81337 4.89726 4.32286 0.000
H -4.74741 3.86705 2.05422 0.000
C -2.12896 -1.15634 3.76422 0.000
P -1.49078 -1.84476 2.21033 0.000
C -0.18027 -2.98406 2.75672 0.000
C -2.85558 -2.97612 1.74682 0.000
C -2.66966 -3.39580 0.30503 0.000
P -2.45295 -1.84193 -0.61570 0.000
C -4.12004 -1.11760 -0.61553 0.000
C -2.27922 -2.45560 -2.32125 0.000
H -2.53999 -1.98869 4.33909 0.000
H -2.92771 -0.44019 3.56660 0.000
H -1.35294 -0.67494 4.35603 0.000
H -0.61997 -3.75578 3.38975 0.000
H 0.56435 -2.44190 3.34135 0.000
H 0.32350 -3.46278 1.91656 0.000
H -3.79010 -2.42300 1.87215 0.000
H -2.88448 -3.81276 2.44574 0.000
H -3.52310 -3.95095 -0.08929 0.000
H -1.78336 -4.02258 0.18043 0.000
H -4.85267 -1.91502 -0.74717 0.000
H -4.22040 -0.41758 -1.44514 0.000
H -4.32781 -0.58125 0.31060 0.000
H -3.17983 -3.03440 -2.53658 0.000
H -1.42078 -3.12119 -2.41764 0.000
H -2.20963 -1.66063 -3.05845 0.000
C 4.70529 2.76564 -4.36500 0.059
C 5.15324 1.28591 -4.35911 0.066
N 4.46854 0.47994 -3.36660 0.539
C 5.16416 0.06848 -2.16407 0.064
C 5.34396 1.26203 -1.20261 0.056
C 3.07628 0.14530 -3.59440 0.011
O 2.53484 0.62305 -4.54653 0.159
C 2.39239 -0.82240 -2.67851 -0.007
C 2.57468 -2.19247 -2.84614 -0.002
C 1.78363 -3.05269 -2.10162 0.000
C 0.82966 -2.51850 -1.25494 -0.001
N 0.62894 -1.19991 -1.10678 0.000
C 1.42094 -0.36923 -1.80126 -0.002
H 5.34814 3.27428 -5.08220 0.004
H 4.85192 3.21952 -3.38689 0.000
H 3.67234 2.86534 -4.67984 0.001
H 6.21674 1.21278 -4.14297 0.002
H 4.93821 0.84461 -5.33529 0.023
H 6.14491 -0.30062 -2.47206 0.019
H 4.60473 -0.73397 -1.68809 0.002
H 5.98278 2.02677 -1.63740 0.000
H 5.82587 0.88031 -0.30265 0.005
H 4.38314 1.70024 -0.93310 0.000
H 3.31052 -2.58412 -3.53798 0.000
H 1.89263 -4.12535 -2.18397 0.000
H 0.19617 -3.16789 -0.66354 0.000
H 1.26325 0.69297 -1.64677 0.000
```

LUMO level (spin up / spin down) = -8.5 / -11.9 eV
Molecular weight = 724.71 g mol⁻¹
Orbital gap (spin up / spin down) = 7.0 / 3.5 eV
Total charge = +3
2S+1 = 2